(1)
69
Properties=species:S:1:pos:R:3:forces:R:3:nbo_charge:R:1 method="wB97M-V/def2-TZVPD" relative_energy_kj_mol=21.9 energy_ha=-2437.6320 homo_lumo_gap_ha=0.3095
Sr -1.641 1.630 -1.860 -1.20 -0.51 1.06 1.7746
C -4.016 0.539 3.037 0.00 0.07 0.21 -0.9961
Sb -3.311 -0.245 1.189 0.02 0.07 -0.35 0.9928
C -1.247 -0.159 1.771 0.07 0.00 0.08 -1.0071
C -3.624 -2.344 1.678 0.22 -0.28 0.10 -0.7609
C -2.345 -3.135 1.752 -0.26 0.17 -0.05 -0.0639
C -1.755 -3.367 2.995 0.00 0.02 0.05 -0.2080
C -0.550 -4.040 3.125 -0.04 0.01 -0.08 -0.2147
C 0.089 -4.512 1.985 -0.07 0.03 0.00 -0.2232
C -0.495 -4.302 0.746 0.02 -0.01 0.01 -0.2284
C -1.700 -3.613 0.602 -0.09 0.03 -0.33 0.0443
C -2.247 -3.406 -0.792 0.05 -0.30 0.34 -0.7879
Sb -1.493 -1.683 -1.834 0.09 -0.01 0.07 0.9719
C -2.035 -2.394 -3.763 0.01 -0.07 -0.13 -0.9898
C 0.539 -2.320 -1.866 0.11 -0.04 -0.10 -0.9982
H -3.538 0.007 3.861 -0.05 0.04 0.01 0.2196
H -5.099 0.437 3.109 0.04 0.00 0.00 0.2290
H -3.755 1.597 3.090 -0.04 -0.04 0.00 0.2390
H -1.133 -0.613 2.756 0.03 0.06 -0.01 0.2321
H -0.956 0.893 1.805 0.01 -0.05 0.04 0.2328
H -0.589 -0.685 1.077 -0.04 0.00 -0.02 0.2224
H -4.307 -2.739 0.927 0.01 -0.02 0.03 0.2251
H -4.142 -2.359 2.639 0.05 -0.03 -0.02 0.2321
H -2.268 -3.003 3.880 0.05 -0.03 0.00 0.2063
H -0.120 -4.202 4.105 -0.01 0.01 -0.02 0.2136
H 1.025 -5.050 2.056 -0.01 0.01 0.03 0.2132
H -0.010 -4.688 -0.144 0.00 -0.01 0.03 0.2027
H -3.335 -3.355 -0.822 0.00 0.00 0.06 0.2310
H -1.942 -4.238 -1.431 -0.04 -0.04 0.03 0.2292
H -1.560 -3.362 -3.924 -0.03 0.01 -0.07 0.2234
H -1.696 -1.682 -4.514 0.01 -0.04 0.04 0.2484
H -3.117 -2.509 -3.835 0.03 0.00 0.02 0.2291
H 0.578 -3.383 -2.106 0.05 0.03 -0.01 0.2238
H 1.030 -2.147 -0.908 -0.04 0.01 -0.01 0.2388
H 1.050 -1.754 -2.647 -0.03 -0.05 0.04 0.2306
O -0.156 2.703 -3.268 0.98 -0.15 -0.61 -0.7756
C 0.323 1.540 -3.383 0.25 -0.04 -0.16 0.7343
O -0.430 0.534 -3.589 0.81 0.10 -0.40 -0.8228
C 1.732 1.282 -2.856 -0.06 -0.06 0.01 -0.7933
P 1.457 1.441 -1.014 -0.25 0.11 -0.12 0.7332
C 1.819 3.190 -0.651 0.19 -0.05 -0.05 -0.2493
C 1.022 3.832 0.288 -0.06 0.16 0.01 -0.2217
C 1.300 5.144 0.668 -0.06 -0.13 -0.04 -0.2111
C 2.371 5.813 0.103 0.09 0.03 -0.07 -0.1830
C 3.171 5.179 -0.846 -0.11 -0.01 0.07 -0.2087
C 2.896 3.875 -1.217 0.04 0.00 0.09 -0.2233
C 2.826 0.581 -0.171 0.12 -0.10 -0.20 -0.2470
C 3.030 0.850 1.183 0.01 0.01 0.05 -0.2333
C 4.014 0.183 1.895 0.01 -0.04 -0.05 -0.1889
C 4.808 -0.771 1.267 -0.04 0.04 -0.02 -0.2094
C 4.609 -1.050 -0.076 -0.10 0.06 -0.03 -0.2070
C 3.620 -0.380 -0.792 0.09 -0.07 0.03 -0.2313
H 2.471 1.982 -3.234 0.00 0.06 -0.03 0.2478
H 2.014 0.258 -3.085 0.06 0.01 -0.06 0.2413
H 0.166 3.324 0.717 0.03 -0.01 0.00 0.2262
H 0.666 5.634 1.395 0.02 0.01 -0.01 0.2209
H 2.586 6.834 0.391 -0.01 -0.01 0.00 0.2150
H 4.010 5.701 -1.290 -0.03 0.00 0.01 0.2165
H 3.539 3.387 -1.940 -0.01 -0.03 0.00 0.2085
H 2.423 1.593 1.689 -0.01 0.00 -0.04 0.2218
H 4.159 0.408 2.944 0.01 -0.01 -0.02 0.2168
H 5.579 -1.293 1.821 -0.03 0.02 0.00 0.2170
H 5.222 -1.790 -0.577 -0.02 0.02 0.01 0.2164
H 3.483 -0.618 -1.840 0.01 0.02 0.04 0.2093
F -2.090 3.954 -1.351 -0.51 0.19 0.44 -0.5778
B -3.042 3.423 -0.415 -0.21 0.25 0.08 1.3277
F -3.797 2.438 -1.189 0.00 0.58 0.43 -0.5958
F -2.246 2.662 0.516 -0.32 0.20 -0.33 -0.5856
F -3.838 4.343 0.170 0.20 -0.18 -0.09 -0.5158

***

(2)
72
Properties=species:S:1:pos:R:3:forces:R:3:lowdin_charge:R:1 method="wB97M-V/def2-TZVPD" charge=+2 relative_energy_kj_mol=137.7 energy_ha=-8643.1472 homo_lumo_gap_ha=0.3163
Sr 0.510 -0.286 0.277 0.72 -0.46 0.86 1.0741
C -1.022 -1.197 -3.461 0.01 -0.01 0.02 -0.4649
C -2.264 -1.678 -2.696 0.05 0.07 0.06 -0.4514
S -2.257 -1.206 -0.937 -0.01 0.00 0.05 0.8418
C -3.777 -0.277 -0.574 0.13 0.03 -0.10 -0.4737
C -3.585 0.531 0.715 -0.09 0.03 -0.05 -0.5044
S -2.092 1.562 0.860 0.08 -0.15 -0.17 0.8310
C -2.246 2.531 -0.669 -0.04 0.10 0.14 -0.5065
C -1.038 3.414 -0.952 0.04 0.05 -0.02 -0.4886
S 0.602 2.621 -0.956 0.03 -0.27 -0.05 0.8725
C 0.179 1.285 -2.114 -0.34 0.11 -0.53 -0.6098
C 1.240 0.257 -2.565 0.30 0.29 -0.25 -0.5162
S 0.590 -1.449 -2.609 -0.29 0.01 -0.02 0.8551
H -1.112 -0.140 -3.693 0.02 0.01 0.01 0.0755
H -0.966 -1.722 -4.414 0.01 -0.04 0.03 0.0903
H -2.352 -2.761 -2.739 0.02 0.00 -0.01 0.0804
H -3.152 -1.258 -3.169 -0.03 -0.03 0.00 0.0969
H -4.588 -0.983 -0.405 -0.03 0.02 -0.05 0.0922
H -4.049 0.353 -1.420 0.05 0.05 0.01 0.0830
H -3.551 -0.134 1.579 0.05 -0.01 -0.01 0.0770
H -4.452 1.178 0.853 -0.01 -0.02 -0.01 0.0946
H -3.114 3.184 -0.558 0.00 -0.01 -0.03 0.1033
H -2.450 1.857 -1.500 0.06 -0.01 -0.01 0.0629
H -0.957 4.220 -0.223 0.02 -0.05 0.05 0.0901
H -1.174 3.882 -1.929 0.01 0.02 0.01 0.0964
H -0.214 1.758 -3.016 0.02 0.09 0.05 0.0978
H -0.687 0.763 -1.690 0.04 -0.03 -0.05 -0.0379
H 2.165 0.206 -1.973 -0.35 0.09 0.09 0.0403
H 1.596 0.525 -3.559 -0.04 -0.01 0.00 0.0986
Br 6.152 -5.196 -0.241 -0.01 0.01 0.00 0.8582
C 4.743 -3.984 -0.038 0.02 0.00 -0.01 -0.6687
C 3.534 -4.385 0.498 -0.01 0.01 0.00 -0.0682
C 2.531 -3.439 0.622 0.02 -0.09 0.01 -0.1158
N 2.645 -2.162 0.249 0.05 -0.07 -0.01 0.0590
C 3.840 -1.785 -0.232 0.02 0.04 0.03 -0.2224
C 4.907 -2.654 -0.394 -0.03 -0.03 -0.01 -0.0390
C 4.031 -0.330 -0.472 -0.06 -0.08 0.00 -0.2506
C 4.996 0.151 -1.345 0.02 0.00 0.02 -0.0470
C 5.191 1.522 -1.429 -0.02 0.00 0.01 -0.6680
Br 6.460 2.220 -2.610 0.00 0.00 0.00 0.8629
C 4.443 2.363 -0.618 0.02 0.00 0.00 -0.0751
C 3.482 1.787 0.193 0.01 -0.02 0.07 -0.1702
N 3.238 0.474 0.250 -0.07 0.34 -0.06 0.0212
H 3.372 -5.402 0.825 0.00 0.00 0.00 0.1180
H 1.591 -3.731 1.063 0.08 0.02 -0.01 0.0863
H 5.864 -2.303 -0.750 0.01 0.00 -0.01 0.1145
H 5.584 -0.521 -1.953 0.01 0.01 -0.01 0.1173
H 4.594 3.433 -0.624 0.00 0.00 0.00 0.1196
H 2.877 2.412 0.839 -0.01 0.00 -0.02 0.1005
C 3.444 -0.104 3.734 0.01 0.04 -0.04 -0.3730
S 1.687 -0.148 3.348 -0.24 -0.03 -0.21 0.6881
C 0.972 0.538 4.855 0.04 0.02 0.01 -0.3801
H 3.739 0.898 4.041 0.00 0.00 -0.01 0.0516
H 3.982 -0.376 2.829 -0.01 -0.01 0.00 0.0194
H 3.670 -0.820 4.520 0.00 0.01 0.01 0.0499
H 1.269 -0.062 5.712 -0.01 0.00 0.00 0.0510
H -0.112 0.505 4.760 0.00 0.00 -0.01 0.0338
H 1.284 1.570 4.994 0.01 0.00 0.01 0.0473
F -2.769 -6.407 3.254 -0.01 0.01 -0.01 0.1765
C -3.279 -5.605 2.315 -0.01 0.01 -0.01 -0.5942
F -4.381 -5.030 2.813 0.02 -0.01 0.00 0.1639
F -3.635 -6.355 1.269 0.01 0.01 0.02 0.1629
C -2.267 -4.550 1.919 -0.01 0.00 0.02 -0.0746
C -1.604 -4.614 0.706 0.02 -0.01 -0.01 0.0388
C -0.697 -3.616 0.406 -0.02 -0.01 0.02 -0.1980
N -0.411 -2.605 1.232 -0.29 0.00 0.14 -0.0812
C -1.044 -2.572 2.409 0.01 -0.01 0.03 -0.1205
C -1.982 -3.514 2.795 0.01 -0.01 -0.02 0.0409
H -1.796 -5.415 0.006 0.00 0.00 0.00 0.1361
H -0.168 -3.625 -0.541 -0.01 -0.01 -0.01 0.1011
H -0.773 -1.766 3.083 0.00 0.00 -0.01 0.0881
H -2.472 -3.442 3.756 0.00 0.00 0.00 0.1393